Molecular formula: C33H55ClFeNO3S3Si
Method: DFT, the ωB97M-V functional and the def2-TZVPD basis

```
98
Properties=species:S:1:pos:R:3:forces:R:3:mulliken_spin:R:1
Fe -0.39000 0.61985 -0.27131 0.296 -0.122 -0.006 3.85
C 2.61373 -2.09829 4.26776 -0.177 -0.044 -0.047 0.00
C 1.80780 -3.25404 3.68126 -0.039 0.018 0.007 0.00
S 0.90237 -2.86744 2.15183 -0.009 0.032 -0.059 0.01
C -0.82468 -2.97585 2.67461 0.111 0.030 0.031 0.00
C -1.32900 -1.81318 3.50970 -0.014 0.003 -0.020 0.00
S -1.27982 -0.20293 2.66666 0.116 0.045 0.021 0.04
C -0.17494 0.78034 3.72662 0.003 -0.100 -0.118 0.00
C 1.29108 0.36563 3.79675 -0.054 -0.073 0.084 0.01
S 1.66858 -0.81852 5.13196 -0.054 -0.036 -0.057 0.00
H 3.21901 -1.61738 3.49870 -0.103 -0.091 0.096 0.00
H 3.29606 -2.49774 5.02082 0.041 -0.007 -0.002 0.00
H 1.09599 -3.63578 4.41402 0.006 -0.027 0.003 0.00
H 2.49107 -4.06603 3.42690 0.014 -0.027 0.039 0.00
H -0.96970 -3.91237 3.21711 -0.027 -0.001 0.007 0.00
H -1.39946 -3.04842 1.75263 -0.020 -0.030 -0.028 0.00
H -0.73354 -1.71523 4.41357 -0.007 0.031 0.079 0.00
H -2.36707 -1.99004 3.79729 0.005 -0.023 -0.015 0.00
H -0.62859 0.82559 4.71774 0.004 0.053 0.003 0.00
H -0.24051 1.77838 3.28775 -0.023 0.025 0.001 0.00
H 1.89025 1.25520 3.98271 -0.019 -0.009 0.018 0.00
H 1.61110 -0.06361 2.85345 0.013 0.015 0.009 0.00
C 0.06918 -0.05644 -4.39703 -0.039 -0.023 -0.019 0.01
C -1.34957 0.08438 -3.81466 0.122 0.096 0.041 0.06
C -1.56546 1.59218 -3.59816 -0.036 0.015 -0.025 -0.03
C -2.36138 -0.37382 -4.87771 -0.020 -0.022 -0.035 0.02
Si -1.54484 -0.92827 -2.17432 -0.157 0.331 0.128 0.03
C -3.38210 -0.99299 -1.57763 -0.058 -0.117 -0.027 0.15
C -4.05037 0.37948 -1.74569 -0.012 -0.006 -0.019 0.01
C -4.19817 -2.02462 -2.37553 -0.026 -0.007 0.011 0.02
C -3.47606 -1.37112 -0.09093 -0.015 0.005 -0.039 0.16
C -0.72651 -2.66578 -2.29611 0.193 -0.011 0.076 0.04
C 0.80302 -2.52960 -2.17218 -0.009 -0.086 -0.068 0.00
C -1.07441 -3.36538 -3.61936 -0.007 -0.033 0.003 0.04
C -1.16146 -3.60466 -1.16679 -0.026 0.016 0.006 0.12
H 0.12891 0.55622 -5.30340 0.001 -0.006 0.013 0.00
H 0.32042 -1.07655 -4.68485 -0.033 -0.011 -0.003 0.00
H 0.82893 0.29887 -3.70209 -0.002 -0.004 0.001 0.00
H -1.29196 2.12188 -4.51776 -0.041 -0.023 -0.009 0.00
H -0.94915 1.99672 -2.79993 0.042 -0.003 0.025 0.04
H -2.59893 1.84802 -3.37162 0.019 -0.019 0.008 0.00
H -2.13524 0.14182 -5.81793 -0.016 -0.002 0.009 0.00
H -3.38368 -0.10900 -4.60424 0.018 -0.027 -0.017 0.00
H -2.33030 -1.44576 -5.07733 0.014 0.022 -0.003 0.00
H -4.22437 0.62023 -2.79418 -0.004 -0.005 0.020 0.00
H -3.46984 1.19643 -1.31069 0.008 -0.027 0.008 -0.02
H -5.02659 0.36421 -1.24867 0.005 0.006 -0.005 0.00
H -4.16737 -1.84475 -3.45005 -0.012 0.019 -0.002 0.00
H -5.24769 -1.97090 -2.06314 0.009 -0.014 -0.001 0.00
H -3.85821 -3.04622 -2.19818 -0.020 0.032 -0.001 0.00
H -2.89871 -0.69560 0.54291 -0.020 -0.024 0.012 -0.07
H -3.13547 -2.38680 0.10679 0.026 0.005 -0.005 0.03
H -4.52019 -1.30369 0.23567 0.012 -0.011 -0.014 -0.01
H 1.24029 -1.89904 -2.94460 -0.007 -0.020 0.052 0.01
H 1.25748 -3.52443 -2.24528 -0.022 0.001 -0.021 0.00
H 1.08540 -2.11011 -1.20416 -0.036 -0.074 -0.010 0.00
H -0.72956 -2.82456 -4.49802 0.030 0.020 0.003 0.00
H -2.14986 -3.52876 -3.72401 0.036 0.003 -0.006 0.00
H -0.58978 -4.34829 -3.62964 -0.015 0.002 -0.014 0.00
H -0.90903 -3.19561 -0.18987 0.010 0.036 0.040 -0.05
H -0.61789 -4.55029 -1.26665 -0.008 0.007 0.010 0.00
H -2.22689 -3.83451 -1.18957 0.028 -0.003 0.010 0.00
C 3.32192 3.07406 1.01482 -0.002 -0.011 -0.033 0.00
C 3.83297 2.13162 2.07391 0.032 0.003 -0.026 0.00
C 3.92183 2.61743 3.37885 0.082 0.022 -0.022 0.00
C 4.42819 1.85537 4.41452 -0.010 0.018 0.071 0.00
Cl 4.49747 2.52429 6.02063 -0.004 -0.024 -0.062 0.00
C 4.87089 0.56665 4.18346 -0.034 0.033 -0.023 0.00
C 4.77151 0.06112 2.90145 0.121 0.076 -0.004 0.00
C 4.25079 0.81423 1.85380 0.048 0.088 -0.150 0.00
O 4.31145 0.13811 0.65590 -0.108 -0.012 0.020 0.00
C 3.55490 0.41929 -0.49875 0.082 -0.048 0.106 0.01
C 2.05338 0.36576 -0.37231 0.190 0.031 -0.086 0.07
O 1.46189 0.34468 0.73148 -0.115 -0.131 0.095 0.08
O 1.39370 0.39360 -1.44855 -0.104 0.063 -0.040 0.14
H 3.16497 4.05967 1.45017 0.020 0.002 -0.009 0.00
H 2.36218 2.75858 0.60665 -0.034 -0.020 -0.044 0.00
H 4.03288 3.18813 0.19609 -0.009 0.015 -0.003 0.00
H 3.59601 3.63006 3.58087 0.003 -0.005 0.003 0.00
H 5.27289 -0.03136 4.98918 -0.009 0.003 0.007 0.00
H 5.11398 -0.94123 2.67746 0.030 0.039 -0.023 0.00
H 3.83936 -0.35349 -1.21177 0.000 0.000 -0.036 0.00
H 3.80454 1.37780 -0.95445 0.014 0.079 0.010 0.00
C -2.75159 2.37959 1.13810 0.059 0.025 0.080 0.05
C -1.71414 3.16027 0.39341 0.103 -0.219 -0.049 0.03
C -1.64490 4.51655 0.27499 0.077 0.192 -0.140 0.02
C -0.55896 4.79890 -0.59750 -0.164 0.128 0.089 0.02
C -0.01132 3.60806 -0.98170 0.084 -0.237 0.202 0.02
C 1.09667 3.47228 -1.99044 -0.029 -0.035 0.118 0.00
N -0.68831 2.56169 -0.34152 -0.345 0.414 -0.220 0.06
H -3.74947 2.77216 0.93341 0.026 0.025 -0.012 0.00
H -2.60850 2.40169 2.22077 0.013 -0.028 -0.007 0.00
H -2.76936 1.33136 0.84085 -0.005 -0.043 -0.012 0.00
H -2.31970 5.22513 0.73197 0.017 -0.018 -0.004 0.00
H -0.23053 5.77023 -0.93804 -0.018 -0.018 0.005 0.00
H 0.78095 3.87726 -2.95455 -0.015 -0.016 0.000 0.00
H 1.40432 2.44640 -2.15561 -0.002 -0.083 0.000 0.00
H 1.97482 4.04302 -1.67949 0.014 -0.011 0.021 0.00
```
Forces are in eV/Å.

Energy above the lowest of the compared OMol25 structures with the same formula, charge and spin in kcal/mol: 2.2
LUMO (alpha / beta) in eV: 0.4 / -1.5
2S+1: 6
HOMO energy (alpha / beta) in eV: -7.20 / -7.18
<S²>: 8.760
Charge: 0
Kohn-Sham gap (alpha / beta) in eV: 7.64 / 5.67


Molecular formula: C33H55DyN3O2SSi4
Method: DFT, the ωB97M-V functional and the def2-TZVPD basis

```
99
Properties=species:S:1:pos:R:3:forces:R:3:mulliken_spin:R:1
Dy -0.20590 -0.20840 0.03240 -1.179 0.245 -1.305 4.77
C -0.19310 3.50050 -1.33940 -0.001 -0.066 0.065 0.00
C -1.04400 2.84700 -0.28910 -0.108 -0.031 -0.031 0.02
C -2.07640 1.97220 -0.64130 -0.040 0.109 0.161 -0.02
C -2.95900 1.47240 0.33620 0.069 0.020 0.118 0.00
C -4.18430 0.71840 -0.09060 0.146 -0.009 0.004 0.00
C -2.72150 1.77910 1.67080 0.055 -0.011 -0.298 0.00
C -1.66590 2.61180 2.04860 -0.046 0.290 -0.156 0.00
C -1.45290 2.91660 3.50140 -0.012 -0.053 -0.104 0.00
C -0.85750 3.15750 1.05980 -0.312 -0.104 0.039 0.01
H 0.86040 3.33010 -1.11830 0.059 0.059 -0.063 0.00
H -0.37310 4.57640 -1.34960 0.020 0.002 -0.009 0.00
H -0.41830 3.10260 -2.32670 0.043 0.013 -0.058 0.00
H -2.31670 1.81920 -1.68980 0.143 -0.131 -0.030 -0.01
H -4.85840 1.39260 -0.62000 -0.026 -0.017 -0.068 0.00
H -4.72150 0.31310 0.76250 0.000 -0.098 0.037 0.00
H -3.91370 -0.09110 -0.76810 -0.125 -0.056 -0.041 0.00
H -3.39800 1.40980 2.42960 -0.045 -0.103 0.059 0.00
H -2.38330 3.24840 3.96220 0.021 0.037 0.039 0.00
H -0.69100 3.67950 3.64400 0.017 0.050 0.024 0.00
H -1.13020 2.01020 4.01480 0.031 -0.014 0.071 0.00
H -0.08340 3.86230 1.33010 0.122 -0.001 0.049 0.00
C 3.57070 3.50570 6.62790 0.027 0.037 0.052 0.00
C 3.34520 2.76910 5.34730 -0.038 -0.020 -0.127 0.00
C 3.52860 1.39430 5.24430 -0.052 -0.036 -0.081 0.00
C 3.16180 0.70950 4.09620 0.114 -0.230 -0.091 0.00
C 2.60020 1.40610 3.04230 -0.232 -0.273 -0.294 0.00
C 2.48390 2.78610 3.09450 -0.026 0.132 -0.185 0.00
C 2.88230 3.46220 4.23060 -0.052 -0.137 -0.060 0.00
S 1.66970 0.57930 1.77430 0.880 0.228 1.207 0.04
O 2.15980 -0.73290 1.34990 0.243 0.147 0.324 0.00
O 1.55180 1.47630 0.62510 -0.054 0.214 0.139 0.01
N 0.17460 0.39290 2.27390 0.755 0.900 -0.433 0.00
C -0.20310 -0.75070 2.92230 -0.473 -1.328 1.041 0.01
C 0.30640 -1.17110 4.15900 -0.126 0.180 -0.193 0.00
C -0.19220 -2.32020 4.73340 -0.143 0.008 -0.221 0.00
C -1.21150 -3.01130 4.08300 0.079 0.131 0.015 0.00
C -1.67130 -2.52340 2.87730 -0.155 -0.263 -0.121 0.00
N -1.16410 -1.44370 2.27410 0.651 0.674 -0.086 0.01
H 4.04020 2.88080 7.38100 0.067 -0.036 0.054 0.00
H 2.60820 3.84150 7.01620 0.003 0.016 0.072 0.00
H 4.18030 4.39250 6.47040 0.080 0.051 0.013 0.00
H 3.93220 0.84730 6.08190 0.079 -0.077 0.092 0.00
H 3.29910 -0.35740 4.00780 0.014 -0.154 0.120 0.00
H 2.07450 3.30320 2.24270 -0.070 0.182 -0.069 0.00
H 2.80190 4.53780 4.27270 -0.067 0.124 -0.018 0.00
H 1.06090 -0.57560 4.65080 -0.020 -0.005 0.020 0.00
H 0.19090 -2.66680 5.68230 0.019 -0.025 0.046 0.00
H -1.62880 -3.91200 4.50400 -0.113 -0.020 0.008 0.00
H -2.47690 -3.01700 2.35070 0.043 -0.065 -0.017 0.00
C 4.48810 1.52200 -1.80310 0.036 0.014 0.011 0.00
C 3.70590 0.61400 -2.76140 0.941 0.142 -0.193 0.00
C 2.33450 0.58490 -2.36480 -1.419 -0.184 0.274 0.00
N 1.24610 0.57090 -1.99090 0.283 -0.190 0.172 0.01
H 5.52020 1.60820 -2.13410 0.008 -0.019 0.016 0.00
H 4.46700 1.11020 -0.79610 0.042 0.013 0.029 0.00
H 4.04290 2.51460 -1.77600 0.045 0.045 -0.001 0.00
H 4.09380 -0.40910 -2.73270 -0.095 0.059 -0.084 0.00
H 3.77480 0.97820 -3.79030 -0.061 -0.100 0.052 0.00
C -1.37720 0.52790 -4.37520 -0.138 -0.492 0.283 0.00
Si -2.35100 -1.05960 -3.89600 -0.153 0.496 -0.378 0.00
C -4.17550 -0.53220 -3.62720 0.619 -0.240 0.063 0.00
C -2.38330 -2.24880 -5.38900 0.181 0.207 0.638 0.01
Si -1.22970 -1.97000 -1.98020 -0.475 -0.932 -0.785 0.12
Si 0.72300 -3.09580 -2.84170 0.718 -0.121 0.244 0.00
C 1.99020 -2.92750 -1.39950 -0.452 0.155 -0.362 0.01
C 0.61980 -4.97950 -3.17510 -0.272 0.699 0.109 0.00
C 1.50950 -2.26480 -4.38310 -0.463 -0.123 0.529 0.00
Si -2.54180 -3.71580 -1.01530 -0.076 -0.244 0.490 0.02
C -1.36910 -4.54200 0.25860 -0.217 0.411 -0.383 0.00
C -3.97590 -2.91350 -0.02860 0.550 -0.175 -0.333 0.00
C -3.26140 -5.09770 -2.12070 0.333 0.643 0.185 0.01
H -2.02730 1.37740 -4.55470 -0.248 0.141 -0.047 0.00
H -0.79560 0.37370 -5.27600 0.180 -0.089 -0.258 0.00
H -0.67930 0.79920 -3.58390 0.029 0.054 0.024 0.00
H -4.70860 -0.53090 -4.57420 0.031 -0.008 -0.231 0.00
H -4.26760 0.46420 -3.20750 0.056 0.185 0.145 0.00
H -4.69680 -1.22030 -2.97420 -0.192 -0.210 0.222 0.00
H -2.80690 -1.78190 -6.27350 -0.118 0.233 -0.063 0.00
H -2.97540 -3.13010 -5.16620 -0.156 -0.201 0.084 0.00
H -1.38650 -2.58750 -5.64650 0.265 -0.084 -0.046 0.00
H 1.67410 -3.53550 -0.55350 -0.099 -0.065 0.143 0.00
H 2.07310 -1.89220 -1.04670 0.089 -0.078 -0.017 0.00
H 2.98920 -3.26110 -1.66870 0.182 -0.052 -0.122 0.00
H 0.41980 -5.51830 -2.25390 -0.061 -0.066 0.185 0.00
H 1.54570 -5.37270 -3.58690 0.221 0.114 -0.058 0.00
H -0.17480 -5.22080 -3.87290 -0.178 -0.042 -0.177 0.00
H 1.48920 -1.18220 -4.29910 -0.041 0.217 0.015 0.00
H 0.96110 -2.52260 -5.28200 -0.152 -0.065 -0.209 0.00
H 2.54020 -2.57140 -4.53840 0.182 -0.179 0.111 0.00
H -0.69220 -3.79410 0.67860 0.039 -0.076 0.046 0.00
H -0.76290 -5.30590 -0.21570 0.163 -0.145 -0.147 0.00
H -1.89990 -5.01660 1.07820 -0.175 -0.101 0.137 0.00
H -3.59340 -2.11900 0.61110 0.021 0.107 0.076 0.00
H -4.50590 -3.62710 0.59300 -0.041 -0.275 0.153 0.00
H -4.71070 -2.47440 -0.69320 -0.163 0.163 -0.210 0.00
H -2.49890 -5.48810 -2.78650 0.174 -0.079 -0.140 0.00
H -4.07700 -4.72860 -2.73470 -0.158 0.094 -0.120 0.00
H -3.63710 -5.92960 -1.53050 -0.048 -0.039 0.217 0.00
```
Forces are in eV/Å.

Energy above the lowest of the compared OMol25 structures with the same formula, charge and spin in kcal/mol: 0.0
LUMO (alpha / beta) in eV: -2.2 / -3.1
2S+1: 6
HOMO energy (alpha / beta) in eV: -10.00 / -9.96
<S²>: 9.345
Charge: +1
Kohn-Sham gap (alpha / beta) in eV: 7.75 / 6.87